{"formula": "C19H23CuN2O5", "method": "ωB97M-V with the def2-TZVPD basis set", "species": ["Cu", "O", "C", "O", "C", "C", "C", "C", "C", "O", "C", "C", "O", "O", "H", "H", "H", "H", "H", "H", "H", "H", "N", "C", "C", "C", "N", "H", "H", "H", "H", "H", "H", "H", "H", "H", "H", "C", "C", "C", "C", "C", "C", "C", "C", "H", "H", "H", "H", "H"], "positions_angstrom": [[0.21615, 0.96058, -0.59965], [0.33191, 5.05273, 0.11977], [0.38112, 3.83800, 0.29858], [-0.06320, 2.95854, -0.52500], [0.89243, 3.34399, 1.66347], [-0.24914, 2.63662, 2.41231], [0.11837, 2.45753, 3.89815], [1.08193, 1.24309, 3.83204], [1.18605, 1.04533, 2.31587], [-0.17582, 1.29626, 1.91266], [1.98491, 2.22798, 1.72090], [2.75178, 1.91782, 0.42178], [3.90318, 2.34020, 0.33758], [2.16029, 1.20371, -0.45928], [1.22202, 4.23320, 2.19644], [-1.23968, 3.04820, 2.22640], [0.58711, 3.35321, 4.30641], [-0.76644, 2.23345, 4.49461], [2.04922, 1.43418, 4.29571], [0.63921, 0.36268, 4.29868], [1.48643, 0.06018, 1.96866], [2.75359, 2.53780, 2.42741], [0.22396, 1.29681, -2.87688], [-0.77635, 0.56393, -3.63810], [-2.19013, 0.86166, -3.14022], [-2.55221, 0.27306, -1.77796], [-1.88072, 0.96057, -0.67290], [0.12677, 2.30368, -2.93840], [1.17358, 1.03877, -3.11195], [-0.57157, -0.50226, -3.51089], [-0.73743, 0.77939, -4.71517], [-2.89710, 0.45916, -3.87061], [-2.34562, 1.94742, -3.12180], [-2.24588, -0.77448, -1.73999], [-3.64191, 0.31102, -1.66022], [-2.14383, 0.57386, 0.22616], [-2.05656, 1.96159, -0.66851], [0.22395, -1.03685, -0.55552], [0.17678, -2.25582, -0.54002], [0.13002, -3.68752, -0.50975], [-1.08062, -4.36839, -0.33228], [-1.12279, -5.75359, -0.30677], [0.04110, -6.49574, -0.45671], [1.24960, -5.83373, -0.63151], [1.29598, -4.44899, -0.65814], [-1.98772, -3.79016, -0.21163], [-2.07185, -6.25778, -0.16734], [0.00719, -7.57788, -0.43638], [2.16516, -6.40145, -0.74752], [2.23673, -3.93155, -0.79253]], "forces_ev_per_angstrom": [[0.10, -0.18, 0.04], [0.00, -0.01, -0.02], [-0.03, 0.01, 0.04], [-0.01, 0.05, -0.02], [0.00, -0.02, -0.04], [0.03, 0.03, 0.07], [0.00, -0.02, -0.02], [-0.01, 0.00, -0.01], [0.04, 0.04, 0.03], [-0.01, -0.03, -0.03], [-0.04, -0.03, -0.02], [0.03, 0.04, 0.06], [-0.02, 0.00, -0.04], [-0.02, -0.03, -0.04], [0.00, 0.00, 0.01], [-0.01, -0.01, -0.02], [0.00, 0.00, -0.01], [0.00, 0.00, 0.00], [0.00, 0.00, -0.01], [0.00, 0.00, 0.00], [-0.01, 0.00, -0.01], [0.01, 0.00, 0.01], [0.00, -0.04, -0.05], [-0.03, 0.04, 0.00], [0.06, -0.01, 0.05], [0.02, 0.02, -0.02], [-0.11, 0.06, -0.04], [0.00, 0.00, 0.02], [0.01, 0.02, 0.01], [0.00, 0.00, 0.01], [0.00, -0.01, -0.01], [-0.01, 0.01, -0.01], [-0.01, -0.01, -0.01], [0.01, 0.00, 0.01], [-0.01, -0.01, 0.00], [0.02, 0.00, 0.01], [-0.01, -0.01, 0.01], [0.04, 0.07, 0.04], [-0.06, 0.02, 0.01], [0.02, 0.01, -0.02], [0.02, -0.02, 0.00], [-0.01, 0.01, 0.00], [0.00, 0.01, 0.00], [0.01, 0.01, 0.00], [-0.02, -0.01, 0.00], [0.00, 0.00, 0.00], [0.00, 0.00, 0.00], [0.00, 0.00, 0.00], [0.00, 0.00, 0.00], [0.00, 0.00, 0.00]], "de_lowest_kcal_mol": 0.0, "total_energy_ha": -2864.0757, "homo_ev": [-5.21, -5.33], "homo_lumo_gap_ha": [0.29429, 0.29878], "multiplicity": 2, "lumo_energy_ha": [0.103, 0.103], "charge": -1}



{"formula": "C2H5N", "method": "ωB97M-V with the def2-TZVPD basis set", "species": ["C", "C", "H", "H", "N", "H", "H", "H"], "positions_angstrom": [[-1.37438, 0.50803, -0.06316], [-2.20574, -0.31306, -0.04580], [-0.58769, 1.23866, -0.12161], [-3.00564, -1.02107, -0.10811], [1.52826, -0.13780, -0.12499], [1.57713, 0.82708, 0.27899], [1.64776, -0.63155, 0.77944], [2.42030, -0.47028, -0.59476]], "forces_ev_per_angstrom": [[2.63, 2.64, -0.10], [-2.73, -2.34, -0.13], [-0.51, -0.39, 0.07], [0.27, 0.12, 0.16], [1.52, -0.51, 1.39], [0.66, -0.75, -1.27], [-0.61, -0.21, -0.60], [-1.24, 1.44, 0.50]], "de_lowest_kcal_mol": 45.3, "total_energy_ha": -133.8612, "homo_ev": -10.06, "homo_lumo_gap_ha": 0.41025, "lumo_energy_ha": 0.040}



{"formula": "C4H4F2", "method": "ωB97M-V with the def2-TZVPD basis set", "species": ["F", "C", "C", "C", "C", "F", "H", "H", "H", "H"], "positions_angstrom": [[-1.36739, -0.43452, -2.46871], [-0.77425, -0.49234, -1.27381], [-0.52264, 0.60251, -0.50339], [0.07658, 0.58736, 0.79665], [1.04058, -0.27355, 1.07631], [1.78831, -0.38652, 2.23499], [-0.40766, -1.53244, -1.16749], [-0.91637, 1.58376, -0.63131], [-0.07599, 1.49837, 1.44535], [1.15882, -1.15263, 0.49140]], "forces_ev_per_angstrom": [[-0.39, 0.58, -0.30], [1.08, 0.75, 0.63], [-1.50, -1.95, -0.92], [1.81, 1.27, 1.96], [0.10, -0.83, 1.64], [-1.04, 0.70, -1.10], [-0.23, 0.87, 0.67], [-0.56, 0.34, -1.33], [0.07, -1.26, -0.65], [0.64, -0.47, -0.59]], "de_lowest_kcal_mol": 19.2, "total_energy_ha": -354.4701, "homo_ev": -8.93, "homo_lumo_gap_ha": 0.35422, "lumo_energy_ha": 0.026}



Q: What is the formula in the first record?
A: C19H23CuN2O5